# C12H20AgClO8

C12H20AgClO8 as an isolated structure (ωB97M-V/def2-TZVPD, OMol25).

XYZ file:
```
42
Properties=species:S:1:pos:R:3:forces:R:3
Ag 0.23593 -0.25197 0.06519 -1.16 -0.44 0.53
Cl 2.33199 1.35465 -0.34715 0.28 0.30 -0.05
O -1.60900 -1.83662 0.64866 1.71 -1.01 0.56
C -1.05824 -2.71581 1.61516 0.18 1.31 -1.31
C 0.46796 -3.17003 1.35794 -1.03 3.30 -1.53
O 1.31746 -2.02388 1.03544 -0.81 -1.90 1.07
H -1.73377 -3.56494 1.71872 -0.15 -1.29 -0.36
H -1.23206 -2.27122 2.59508 0.85 0.51 0.85
H 0.42895 -3.76771 0.44725 -0.23 -0.67 -0.48
H 0.79900 -3.84328 2.14866 0.46 -0.02 0.75
O -1.63848 0.89661 -0.66153 0.26 1.01 1.13
C -2.21031 2.06500 -1.18045 -0.96 -2.96 -1.02
C -3.72585 2.32161 -0.79186 -1.83 -1.70 2.83
O -4.62426 1.32554 -0.21428 1.66 1.54 -1.73
H -2.26668 1.78140 -2.23140 -0.02 0.67 -1.14
H -1.70436 3.02920 -1.13125 0.58 0.34 0.49
H -4.22171 2.82259 -1.62327 0.06 0.19 -1.06
H -3.70757 3.10149 -0.03058 0.38 0.93 0.69
O -0.22153 0.59870 2.13892 -1.12 3.47 2.97
C -0.32320 1.63159 2.79647 1.24 -3.24 -2.14
O -0.22031 1.58701 4.15106 0.53 -0.91 1.05
C 0.15115 2.83397 4.70437 -0.95 0.38 -0.77
C 0.51023 3.73649 3.51732 0.67 -0.36 0.45
C -0.25225 3.05557 2.37682 0.09 1.66 -0.83
H 0.97763 2.76509 5.41168 -0.22 -0.38 0.18
H -0.78882 3.16875 5.14310 0.25 0.55 0.70
H 1.58876 3.72519 3.35998 0.09 -0.29 -0.19
H 0.29554 4.76882 3.79354 -0.48 0.12 -0.46
H 0.22042 3.11555 1.39648 0.16 -0.12 0.06
H -1.19770 3.58733 2.26986 -0.47 -0.65 -0.03
O 0.40043 -1.05615 -2.01641 2.80 -3.37 -5.10
C 1.05331 -1.72492 -2.85761 -1.93 1.65 4.99
O 0.82700 -1.61418 -4.15948 -1.25 1.07 -2.34
C 1.72284 -2.26108 -5.01648 1.01 -1.62 0.99
C 2.58587 -3.13394 -4.05248 1.64 0.93 0.06
C 2.20225 -2.72647 -2.64011 -1.30 0.21 0.63
H 2.37485 -1.59634 -5.58314 -0.19 0.59 0.28
H 1.26757 -2.90352 -5.77021 -0.77 0.14 0.17
H 3.61042 -2.78600 -4.18419 0.30 -0.45 -0.28
H 2.56484 -4.21498 -4.19032 -0.28 0.13 -0.23
H 2.87108 -2.20469 -1.95563 0.59 0.09 -0.48
H 1.93070 -3.60438 -2.05391 -0.66 0.26 0.11
```
Positions in Å, forces in eV/Å.

Summary:
charge	-3
expectation value of S²	0.764
Kohn-Sham gap (alpha / beta)	2.671 / 2.531	eV
multiplicity	2
E_HOMO (alpha / beta)	3.5119 / 3.6548	eV


# C32H39AsLiN6Si2

C32H39AsLiN6Si2 as an isolated structure (ωB97M-V/def2-TZVPD, OMol25).

XYZ file:
```
81
Properties=species:S:1:pos:R:3:forces:R:3
Li 11.63546 11.40302 9.68918 0.45 -0.15 -0.12
N 8.36371 15.82102 9.65082 -0.28 1.67 0.14
C 9.45164 14.97902 9.72511 -0.86 0.02 -0.27
N 10.68740 15.28965 9.56673 -0.76 0.38 -0.03
C 10.95364 16.62998 9.22418 0.59 -0.81 -0.25
N 12.07674 16.97064 8.71900 0.55 -0.38 -0.20
N 13.00013 15.93081 8.45329 -1.17 0.73 0.22
C 13.96105 15.88820 9.26538 0.27 -0.62 -0.53
C 15.08049 14.92067 9.09674 -0.44 -0.20 0.26
C 16.29759 15.35585 9.60662 0.21 -0.69 -0.12
C 17.34771 14.47753 9.54312 0.66 -1.12 -0.19
C 17.17638 13.23618 8.91609 0.34 0.89 0.56
C 15.91863 12.88268 8.45780 0.77 1.38 0.44
N 14.87774 13.69296 8.57043 -0.38 1.10 0.06
C 9.91034 17.64961 9.40497 0.04 -1.11 0.39
C 10.22153 18.98445 9.39260 0.34 0.83 -0.25
C 9.23470 19.94354 9.54498 0.04 -0.05 -0.19
C 7.91934 19.51645 9.72076 0.05 0.94 0.54
C 7.61591 18.17755 9.72826 -0.46 -0.41 -0.08
C 8.60269 17.21077 9.60947 0.32 -0.18 -0.34
H 7.38946 15.56278 9.86549 1.22 -0.39 -0.18
H 9.13270 13.96330 9.84518 0.39 -0.79 0.30
H 14.04197 16.59426 10.08310 0.04 0.16 0.24
H 16.46552 16.31294 10.05884 -0.37 0.41 0.14
H 18.29788 14.70485 10.01979 -0.02 0.12 -0.26
H 18.02335 12.57830 8.81645 0.01 -0.27 0.02
H 15.81769 11.94998 7.98920 -0.67 -1.19 -0.47
H 11.27570 19.20866 9.22911 -0.33 0.24 0.04
H 9.46707 20.99913 9.45670 0.01 -0.08 0.26
H 7.14284 20.25258 9.98622 0.31 -0.43 -0.58
H 6.58458 17.88920 9.75430 -0.47 -0.25 0.35
C 15.26214 7.59708 7.54487 -0.54 1.00 -0.80
Si 13.60641 8.34787 8.00332 0.34 0.65 0.02
C 12.45026 6.95513 8.37111 -1.51 -0.06 0.04
C 12.99325 9.33785 6.51117 -0.22 1.06 0.72
As 13.80970 9.88456 9.67443 -0.42 1.23 -0.11
Si 14.59128 8.78111 11.48313 0.08 0.15 -0.01
C 13.77928 7.10457 11.64568 0.26 -0.07 0.36
C 16.45764 8.54010 11.34562 0.57 0.65 0.10
C 14.33809 9.66676 13.14349 0.16 -0.49 -0.81
H 15.09885 6.77109 6.87646 0.14 -0.52 -0.44
H 15.83829 7.30261 8.37784 0.60 -0.52 1.05
H 15.81773 8.39131 7.03782 0.09 -0.15 -0.12
H 11.87534 6.63391 7.49094 0.24 -0.06 0.03
H 11.69686 7.23648 9.12331 0.20 0.14 -0.23
H 12.95105 6.10877 8.79346 0.47 -0.66 0.13
H 12.93806 8.79504 5.58391 -0.26 -0.46 -0.39
H 13.64889 10.21149 6.30973 -0.25 -0.42 0.29
H 11.99250 9.75846 6.78451 0.57 -0.35 -0.43
H 14.12048 6.42443 10.89429 0.17 -0.36 -0.86
H 12.70945 7.18789 11.56537 -0.50 0.11 -0.11
H 13.99613 6.58416 12.56293 0.15 -0.08 0.77
H 16.72367 7.99910 10.42232 0.02 0.23 0.37
H 16.74580 7.95316 12.21825 0.30 -0.27 0.03
H 17.05073 9.50523 11.40517 -0.80 -0.99 -0.25
H 13.28608 9.63068 13.40829 -0.08 0.11 0.26
H 14.69646 10.68098 13.07100 -0.03 0.49 0.07
H 14.96099 9.13512 13.86036 -0.12 -0.05 0.31
C 7.51365 10.55625 12.84895 -1.62 -0.11 0.65
C 8.85209 10.78267 12.98358 1.47 0.15 0.40
C 9.64622 11.13198 11.89966 -0.69 -0.07 -0.54
C 9.02213 11.24631 10.63749 -0.48 0.48 0.21
C 7.59914 11.09581 10.53870 1.12 -0.19 -0.31
C 6.86353 10.75134 11.62884 0.36 -0.29 0.36
N 9.73601 11.66510 9.56085 0.86 0.08 0.10
C 9.39148 11.20116 8.32724 -0.53 -0.89 -1.78
C 9.03546 9.83978 8.05130 0.28 1.34 0.80
C 8.77745 9.37630 6.78896 -0.01 0.11 -0.59
C 8.84273 10.24265 5.69854 -0.14 0.33 0.68
C 9.13148 11.59264 5.94890 0.09 -1.05 -1.52
C 9.44525 12.04105 7.19096 0.06 -0.21 1.58
H 6.90186 10.25938 13.69836 0.24 0.06 0.03
H 9.35520 10.69410 13.94874 -0.33 -0.13 -0.10
H 10.72900 11.27607 11.98646 -0.41 -0.03 0.08
H 7.15574 11.17213 9.55604 -0.09 0.17 -0.03
H 5.80378 10.59689 11.52783 -0.31 -0.04 0.12
H 8.98714 9.20835 8.90619 -0.06 -0.69 0.47
H 8.52862 8.33100 6.62992 0.07 0.05 0.07
H 8.65860 9.84534 4.71934 -0.07 0.16 -0.42
H 9.18349 12.28512 5.12132 -0.02 0.07 -0.16
H 9.74036 13.05241 7.35796 0.13 0.69 -0.01
```
Positions in Å, forces in eV/Å.

Summary:
charge	-1
Kohn-Sham gap	5.920	eV
energy above the lowest of the compared OMol25 structures with the same formula, charge and spin	0.0	kJ/mol
E_HOMO	-3.5994	eV


# C3H5ClO2

A 2-piece molecular cluster, C3H5ClO2 overall (ωB97M-V/def2-TZVPD, OMol25).

XYZ file:
```
11
Properties=species:S:1:pos:R:3:forces:R:3
C 0.13843 1.75451 -0.91540 1.50 -1.44 3.05
C 0.14782 -1.38915 -0.29653 -1.25 1.58 -3.81
C -0.02630 -0.21158 0.55786 -0.11 2.07 -0.81
O 0.99512 2.54194 -0.64405 -2.07 -1.18 -1.23
O -1.24094 -0.03432 1.18220 0.64 1.17 2.27
Cl 1.44969 0.03964 1.43454 0.06 0.46 1.03
H -0.83799 1.69444 -1.43248 0.26 0.88 -0.46
H 0.13969 -2.38426 -0.01193 0.18 -1.83 1.88
H 1.10144 -1.17506 -0.80359 -0.46 -0.45 -0.15
H -0.68606 -1.42411 -1.08325 1.07 0.45 0.75
H -1.18089 0.58794 2.01262 0.17 -1.70 -2.52
```
Positions in Å, forces in eV/Å.

Summary:
charge	0
Kohn-Sham gap (alpha / beta)	8.045 / 7.976	eV
energy above the lowest of the compared OMol25 structures with the same formula, charge and spin	407.0	kJ/mol
E_HOMO (alpha / beta)	-7.4783 / -7.5651	eV


# C24H30FN3O4

An isolated molecule of C24H30FN3O4 (ωB97M-V/def2-TZVPD, OMol25).

XYZ file:
```
62
Properties=species:S:1:pos:R:3:forces:R:3
C 3.43335 5.09765 4.45944 -0.22 -0.27 -0.30
C 2.95069 3.91944 3.62822 0.25 -0.02 0.25
O 1.96450 4.40180 2.73338 -0.05 0.15 -0.02
C 1.37808 3.52927 1.87544 -0.34 -0.09 -0.37
C 0.42004 4.05835 1.01490 0.24 0.04 0.25
C -0.24059 3.25112 0.10743 -0.03 -0.17 -0.10
C 0.03590 1.89540 0.03361 0.15 -0.14 0.11
O -0.54987 0.99858 -0.84102 0.39 -0.02 0.40
C -1.55407 1.45967 -1.72617 -0.48 0.12 -0.25
C -2.90273 1.67815 -1.04852 0.41 -0.07 0.00
C 1.01462 1.36232 0.88979 -0.17 0.27 -0.08
N 1.29899 0.00141 0.76712 -0.51 0.07 -0.35
C 2.33239 -0.71637 1.26570 -0.04 -0.35 -0.12
O 3.16420 -0.32082 2.05332 0.19 0.05 0.16
C 2.32567 -2.15543 0.74341 0.07 0.00 0.00
N 1.65261 -2.26879 -0.53476 0.18 -0.05 0.14
C 2.41060 -1.69158 -1.63595 0.03 0.15 -0.20
C 1.44957 -1.40160 -2.79812 0.06 -0.09 0.10
C 0.31460 -2.42957 -2.81969 0.03 -0.32 -0.27
N -0.78449 -1.97252 -1.99207 0.05 0.16 0.00
C -2.00186 -2.55037 -2.02610 0.04 0.28 0.15
O -2.32896 -3.37932 -2.85391 -0.10 -0.22 -0.22
C -2.94079 -2.06772 -0.96278 -0.26 -0.04 0.26
C -2.50734 -1.76632 0.32553 0.02 -0.03 -0.13
C -3.41470 -1.36065 1.28953 -0.04 0.02 -0.01
C -4.76023 -1.24469 0.98365 -0.10 -0.03 -0.11
C -5.17695 -1.56079 -0.29801 0.17 0.02 0.01
F -6.48600 -1.45422 -0.60102 0.11 -0.02 0.01
C -4.29282 -1.97889 -1.27318 -0.06 0.04 0.04
C 0.83523 -3.77603 -2.30451 -0.12 0.15 0.01
C 1.27547 -3.64409 -0.84170 -0.16 -0.18 0.01
C 1.67185 2.17189 1.80428 0.18 0.19 0.23
H 4.19215 4.76657 5.16247 0.08 -0.01 0.08
H 3.85489 5.86148 3.81180 0.07 0.08 -0.03
H 2.60156 5.53059 5.00843 -0.05 0.05 0.09
H 3.78645 3.48083 3.06704 -0.12 -0.02 0.04
H 2.52176 3.14519 4.27847 0.05 0.03 -0.12
H 0.20097 5.11224 1.06766 -0.03 0.14 0.01
H -0.96798 3.70561 -0.54502 -0.10 -0.01 -0.07
H -1.21989 2.37206 -2.23440 0.05 -0.11 0.01
H -1.64450 0.66416 -2.47218 0.04 0.15 0.04
H -3.63280 1.98686 -1.79127 -0.11 0.05 -0.08
H -3.24080 0.75518 -0.58614 -0.07 -0.09 0.03
H -2.83680 2.44241 -0.27889 -0.06 0.08 0.06
H 0.74248 -0.48725 0.07385 0.22 -0.01 0.19
H 3.36601 -2.51704 0.72366 -0.09 0.09 0.03
H 1.78328 -2.76024 1.47793 0.06 0.01 -0.02
H 2.88231 -0.76597 -1.30049 0.03 -0.06 -0.03
H 3.21397 -2.37216 -1.96018 0.03 0.03 0.07
H 1.99725 -1.43294 -3.73971 -0.02 0.02 -0.04
H 1.02312 -0.40303 -2.69196 0.01 0.07 -0.03
H -0.07816 -2.56199 -3.83433 0.10 0.05 0.15
H -0.57070 -1.29496 -1.27802 -0.16 -0.02 -0.03
H -1.46611 -1.87087 0.59202 0.14 0.00 0.01
H -3.07272 -1.13104 2.28722 0.03 0.01 0.09
H -5.48125 -0.92488 1.71897 -0.09 0.03 0.06
H -4.63833 -2.23704 -2.26165 -0.06 -0.04 -0.10
H 1.67007 -4.08570 -2.93377 0.03 -0.05 -0.04
H 0.04992 -4.52573 -2.39159 0.05 -0.04 -0.05
H 0.45212 -3.91488 -0.17324 0.07 -0.06 -0.02
H 2.10857 -4.33967 -0.64761 -0.04 0.06 0.04
H 2.41618 1.71691 2.43368 0.04 -0.01 0.05
```
Positions in Å, forces in eV/Å.

Summary:
charge	0
SMILES	CCOc1ccc(OCC)c(NC(=O)CN2CCC(NC(=O)c3cccc(F)c3)CC2)c1
Kohn-Sham gap	8.507	eV
energy above the lowest of the compared OMol25 structures with the same formula, charge and spin	14.7	kJ/mol
E_HOMO	-7.8583	eV


# C12H21AlCl2GaO3P

C12H21AlCl2GaO3P as an isolated structure (ωB97M-V/def2-TZVPD, OMol25).

XYZ file:
```
41
Properties=species:S:1:pos:R:3:forces:R:3
Al 2.67853 1.91837 1.73695 -0.26 -0.68 1.10
Ga -0.94199 0.56733 -0.22261 -0.25 1.56 1.43
Cl 2.11853 1.37235 3.68906 0.60 0.51 -1.25
Cl 2.13683 0.41036 0.23010 -0.81 0.58 0.04
C -0.18865 -0.67647 -1.48831 4.81 -6.38 -6.97
C 1.31836 3.51874 1.33684 -3.43 4.31 -1.62
C 4.16476 2.86477 0.50325 3.11 2.03 -4.99
O 0.34040 -1.49000 -2.13779 -3.17 4.71 3.80
O 0.56908 4.34314 1.03015 3.46 -3.89 1.60
O 4.73422 3.26951 -0.42430 -2.93 -2.12 5.23
C -3.38532 1.14277 1.86674 -0.42 -0.31 -0.23
C -2.98829 -0.28202 2.29206 0.76 1.03 0.15
C -4.22635 -1.11432 2.64188 -0.58 -0.57 -0.09
P -1.82991 -1.07934 1.08676 -3.45 -2.60 3.52
C -0.68364 -2.14141 2.06078 1.91 0.30 -0.29
C -1.38580 -2.90782 3.18504 -1.20 0.09 0.26
C 0.14649 -3.07637 1.17563 -0.01 -0.13 -0.24
C -2.73792 -2.10650 -0.16351 0.45 1.08 -1.68
C -3.32110 -3.41420 0.38063 0.01 -0.57 1.07
C -3.79014 -1.27501 -0.90432 -0.21 -0.25 0.28
H -3.96869 1.14088 0.93813 -0.03 0.02 0.13
H -2.51268 1.79297 1.72928 0.19 0.15 0.13
H -4.01910 1.58338 2.64658 0.21 0.07 -0.19
H -2.36074 -0.20194 3.19699 -0.08 -0.01 -0.24
H -4.91305 -1.23075 1.79287 0.18 0.06 0.30
H -3.97624 -2.10274 3.04282 -0.06 0.26 -0.13
H -4.78528 -0.58817 3.42985 0.28 0.02 -0.20
H 0.00271 -1.41208 2.52502 -0.10 -0.16 0.06
H -2.11872 -3.63274 2.80594 0.24 0.24 0.17
H -0.62955 -3.47868 3.73832 0.14 0.23 -0.23
H -1.87332 -2.23443 3.89687 0.09 -0.28 -0.03
H 0.81615 -2.52152 0.51222 0.03 -0.12 -0.03
H 0.77922 -3.69104 1.82844 -0.12 0.14 -0.17
H -0.47390 -3.76578 0.58471 0.26 0.20 0.17
H -1.93971 -2.36693 -0.87647 -0.19 -0.31 -0.08
H -4.06964 -3.22478 1.15747 0.24 -0.15 -0.22
H -3.83426 -3.92730 -0.44397 0.20 0.29 -0.11
H -2.55243 -4.09721 0.75591 -0.29 0.13 -0.07
H -3.35818 -0.42023 -1.43855 0.02 0.29 -0.17
H -4.26190 -1.91688 -1.65973 0.13 0.23 0.03
H -4.58346 -0.91700 -0.23677 0.23 -0.01 -0.25
```
Positions in Å, forces in eV/Å.

Summary:
charge	+4
Kohn-Sham gap	5.236	eV
E_HOMO	-23.7523	eV


Values of E, in order: -1677.8743, -4393.7332, -727.8429, -1497.6770, -4122.8064, all in hartree.